Molecular formula: C29H40ClN10ORuS2
Method: DFT, ωB97M-V/def2-TZVPD

Cartesian coordinates (Å):
Ru -3.21886 -0.00823 -0.55276
C -6.09785 -2.40043 -4.20903
S -5.21561 -0.89628 -4.68191
C -4.77980 -0.21734 -3.15254
S -5.02492 -1.12164 -1.65706
N -4.32034 0.99881 -3.18222
N -3.87948 1.52717 -2.07228
C -4.02801 2.76389 -1.72658
C -3.70907 3.09909 -0.35661
C -3.52673 4.40673 0.10626
C -3.32889 4.61529 1.46182
C -3.36433 3.52552 2.32479
C -3.56643 2.26053 1.79377
N -3.69524 2.04983 0.49355
H -6.42474 -2.86725 -5.13478
H -6.95689 -2.14464 -3.59350
H -5.42912 -3.06460 -3.67043
H -4.50384 3.48824 -2.38161
H -3.52471 5.22910 -0.59219
H -3.16416 5.61153 1.84222
H -3.23973 3.64927 3.38691
H -3.64282 1.38728 2.43220
C 3.50094 3.31710 4.20201
C 3.23348 1.82707 3.98824
C 4.57274 1.08157 4.09818
C 2.29993 1.29909 5.09348
C 2.54996 1.55635 2.59145
O 2.35754 0.17648 2.41402
C 3.41756 2.11294 1.43219
C 2.96713 1.61444 0.04994
C 3.08071 0.12934 -0.08276
C 1.95323 -0.68030 -0.24056
C 2.06418 -2.05057 -0.31465
C 3.32565 -2.64344 -0.28956
Cl 3.46191 -4.34810 -0.43426
C 4.46870 -1.85248 -0.17241
C 4.33833 -0.48388 -0.06624
C 1.12725 2.20949 2.53156
N 0.10811 1.28564 2.12139
C -0.58972 1.23796 0.98278
N -1.45459 0.23199 1.04071
C -1.23703 -0.30986 2.26303
N -0.30747 0.31619 2.92934
H 3.81202 3.47391 5.23202
H 2.61717 3.92464 4.02755
H 4.30155 3.67786 3.56279
H 5.01954 1.31457 5.06207
H 5.28715 1.38974 3.33828
H 4.45634 -0.00133 4.05737
H 2.88482 1.03580 5.97089
H 1.75894 0.41429 4.76303
H 1.57880 2.05167 5.40486
H 3.13078 -0.29724 2.74093
H 4.44718 1.79490 1.57909
H 3.39421 3.20103 1.45211
H 3.63643 2.08191 -0.67774
H 1.95010 1.93750 -0.16883
H 0.97424 -0.22783 -0.27802
H 1.18247 -2.66718 -0.38014
H 5.44455 -2.31174 -0.18292
H 5.22625 0.12373 0.01592
H 1.12465 3.05485 1.84408
H 0.85252 2.55274 3.52832
H -0.49410 1.92366 0.15960
H -1.78335 -1.15051 2.64426
C -0.53162 -5.36428 -2.86537
C -0.16296 -4.40345 -3.98982
C -1.40064 -3.97539 -4.77265
C 0.59193 -3.17393 -3.43959
N -0.30167 -2.26878 -2.77589
C -0.84343 -1.12225 -3.22474
N -1.64634 -0.66424 -2.28787
N -1.58826 -1.55304 -1.29241
N -0.79555 -2.50007 -1.57207
H -1.06353 -6.22140 -3.27134
H -1.17907 -4.88627 -2.12887
H 0.35936 -5.72890 -2.36183
H 0.52995 -4.90799 -4.67006
H -2.18185 -3.60879 -4.10678
H -1.80490 -4.82903 -5.30585
H -1.16380 -3.20477 -5.50222
H 1.07878 -2.63228 -4.25043
H 1.34561 -3.50020 -2.71933
H -0.64122 -0.67081 -4.17429

Values from the calculation:
HOMO (spin up / spin down): -12.64 / -12.64 eV
2S+1: 2
frontier orbital gap (spin up / spin down): 4.41 / 4.97 eV
F_max: 3.53 eV/A
total charge: +2
molecular weight: 745.4 g mol⁻¹
energy relative to the best compared isomer or geometry (same formula, charge and spin): 297.95 kJ/mol

Molecular formula: C29H40F6FeIN3O5S3Si
Method: DFT, ωB97M-V/def2-TZVPD

Cartesian coordinates (Å):
Fe 0.40241 -0.72468 -0.29694
F 5.49377 -2.94833 -1.56913
C 4.93820 -1.76187 -1.42370
F 5.82058 -0.90348 -0.94029
F 4.49263 -1.32399 -2.59365
S 3.52234 -1.86870 -0.20783
O 2.46668 -1.01213 -0.81460
O 4.04055 -1.45902 1.04952
N 3.09007 -3.38898 -0.28326
S 1.53918 -3.59409 -0.38742
O 0.85348 -2.62299 0.47897
O 1.14924 -4.95506 -0.29469
C 1.14722 -3.15892 -2.19863
F 0.30573 -4.04937 -2.68131
F 0.58868 -1.92937 -2.35695
F 2.26255 -3.17010 -2.90486
C 0.16313 3.58728 -2.06742
C 1.49725 3.07841 -1.50207
C 1.88091 1.83025 -2.30815
C 2.54885 4.17486 -1.74773
Si 1.37418 2.63419 0.37230
C 0.26561 3.83168 1.39405
C 0.26115 3.44871 2.88070
C 0.79947 5.26733 1.22719
C -1.20891 3.85920 0.96309
C 3.05302 2.26888 1.23838
C 2.79950 1.20969 2.32237
C 3.66165 3.52137 1.89622
C 4.12901 1.73624 0.28235
H 0.21538 3.60270 -3.15996
H -0.06071 4.60268 -1.74092
H -0.68458 2.96019 -1.78030
H 1.82626 2.04858 -3.37929
H 1.17964 0.99630 -2.13486
H 2.88038 1.45949 -2.09183
H 2.64442 4.34723 -2.82531
H 3.53604 3.90888 -1.37632
H 2.26253 5.12203 -1.29112
H 1.23701 3.51676 3.35771
H -0.11720 2.43421 3.03272
H -0.40857 4.12851 3.41638
H 1.84755 5.38142 1.49793
H 0.21967 5.93177 1.87684
H 0.66963 5.62689 0.20593
H -1.69708 2.89806 1.11737
H -1.35273 4.16156 -0.07129
H -1.73560 4.58900 1.58565
H 2.10541 1.55323 3.08842
H 3.74019 0.94644 2.81456
H 2.40703 0.27968 1.90072
H 3.04460 3.95562 2.68116
H 3.87866 4.29933 1.16139
H 4.61434 3.23839 2.35540
H 3.79426 0.88335 -0.29827
H 4.98915 1.41095 0.87415
H 4.48443 2.50193 -0.40531
O -1.32501 -2.16439 -0.71090
S -2.84028 -2.27094 -0.76919
C -3.17588 -3.77680 -1.64104
C -2.39274 -4.90308 -1.42412
C -2.70401 -6.06399 -2.10870
C -3.78959 -6.09315 -2.97901
C -4.56733 -4.96286 -3.17670
C -4.25622 -3.78546 -2.50921
C -3.32808 -2.76637 0.87369
C -4.67390 -2.71296 1.20404
C -5.06494 -3.10514 2.47464
C -4.11458 -3.52987 3.39379
C -2.77043 -3.56620 3.04872
C -2.36358 -3.18216 1.77796
H -1.56006 -4.87489 -0.73211
H -2.10219 -6.95026 -1.96036
H -4.02734 -7.00617 -3.50812
H -5.40844 -4.99192 -3.85566
H -4.84445 -2.88954 -2.66559
H -5.40834 -2.37498 0.48204
H -6.11037 -3.07040 2.74979
H -4.42397 -3.83149 4.38543
H -2.03426 -3.89984 3.76782
H -1.32050 -3.20272 1.49085
I -4.70340 1.03861 2.64117
C -3.26441 0.85026 1.19294
C -3.33711 1.25436 -0.12223
N -2.15564 0.96312 -0.68885
N -1.30625 0.40553 0.19030
C -1.97286 0.33150 1.33870
H -4.13126 1.72364 -0.67780
H -1.87526 1.11926 -1.64346
H -1.50555 -0.07291 2.22308

Values from the calculation:
HOMO (spin up / spin down): -9.60 / -11.92 eV
2S+1: 6
frontier orbital gap (spin up / spin down): 7.16 / 7.65 eV
F_max: 0.58 eV/A
total charge: +1
molecular weight: 931.7 g mol⁻¹
energy relative to the best compared isomer or geometry (same formula, charge and spin): 115.67 kJ/mol

Molecular formula: C29H40N2O2P3Yb
Method: DFT, ωB97M-V/def2-TZVPD

Cartesian coordinates (Å):
C 2.44883 3.25510 -0.68297
C 1.73549 2.19765 -0.05667
N 0.89509 1.39731 -0.82049
C 1.06987 1.40617 -2.14884
C 1.84594 2.36316 -2.81181
C 2.50960 3.33342 -2.05969
C 1.89533 1.92617 1.31875
P 1.61583 0.38519 2.14722
Yb -0.99887 0.50373 0.61220
P -1.15321 -0.35643 -2.30215
C 0.40016 0.35935 -3.02249
O -0.47890 4.41234 2.23794
O -1.68926 1.31111 2.94719
H 2.99131 3.95813 -0.05171
H 1.85131 2.36200 -3.89543
H 3.07350 4.10730 -2.56901
C 3.37130 -0.18845 2.32957
C 1.34328 0.95535 3.88630
H 0.14610 0.82297 -3.99353
H 1.09024 -0.49724 -3.18856
H 0.27373 4.82061 2.74996
H 2.31164 2.75627 1.89878
C -1.17847 -1.97454 -3.14689
C -2.34129 0.56214 -3.36300
H -2.80536 1.63545 -0.70057
H -2.46756 1.03216 3.45517
H -1.66054 2.27290 3.06745
H -0.56331 4.97221 1.45762
H 0.10203 -1.91826 0.24446
H -2.98194 0.90202 -0.83614
H 3.91369 0.44656 3.05145
H 3.38700 -1.24377 2.65366
H 3.82847 -0.10744 1.33129
H 2.18438 1.55601 4.26850
H 0.40307 1.52289 3.91316
H 1.19567 0.06377 4.51682
H -2.12098 0.41420 -4.43145
H -3.35361 0.22206 -3.09939
H -2.28743 1.62857 -3.10248
H -1.57664 -1.89094 -4.16837
H -0.16296 -2.38707 -3.16812
H -1.79655 -2.64727 -2.53675
N -0.83967 -1.72318 0.61922
P -1.51529 -3.15948 0.93607
C -1.15358 -3.74702 2.60979
C -1.37789 -5.08200 2.98637
C -0.99055 -5.51089 4.25709
C -0.34091 -4.63761 5.13737
C -0.10039 -3.30762 4.76234
C -0.53716 -2.86174 3.51046
C -3.31658 -3.16902 0.72693
C -3.91453 -2.05571 0.11788
C -5.28391 -2.03703 -0.14217
C -6.07154 -3.14047 0.19348
C -5.48782 -4.25938 0.79213
C -4.11734 -4.28059 1.06666
C -0.93712 -4.53796 -0.11722
C -1.76944 -5.17787 -1.05227
C -1.30244 -6.28472 -1.77022
C 0.00144 -6.76184 -1.60200
C 0.83993 -6.11161 -0.69527
C 0.37942 -5.01376 0.03805
H -1.83679 -5.79328 2.30541
H -1.19671 -6.53428 4.57764
H -0.01493 -4.97042 6.12535
H 0.42000 -2.61095 5.42901
H -0.36003 -1.82697 3.18741
H -3.28709 -1.20607 -0.18105
H -5.72640 -1.15402 -0.60633
H -7.14138 -3.11420 -0.01236
H -6.11311 -5.11294 1.04855
H -3.69515 -5.16415 1.54435
H -2.77965 -4.81411 -1.23310
H -1.95900 -6.76988 -2.48865
H 0.37062 -7.61389 -2.17816
H 1.85781 -6.46501 -0.53820
H 1.03411 -4.52772 0.76276

Values from the calculation:
HOMO (spin up / spin down): -3.11 / -6.17 eV
2S+1: 2
frontier orbital gap (spin up / spin down): 2.82 / 5.85 eV
F_max: 3.05 eV/A
molecular weight: 714.6 g mol⁻¹

Molecular formula: C29H40N3O13PS2W
Method: DFT, ωB97M-V/def2-TZVPD

Cartesian coordinates (Å):
W 0.45392 -0.84903 -1.21400
C 2.33508 -4.63819 -2.21114
C 2.41979 -3.22713 -1.67975
O 1.29573 -2.76918 -1.26266
C 3.62482 -2.57574 -1.64616
C 3.78351 -1.31061 -1.00083
C 5.17472 -0.77598 -0.78537
N 2.75372 -0.66242 -0.57262
N 3.03348 0.49035 0.16089
C 1.91546 0.91487 0.65999
O 0.77357 0.33532 0.51258
C 1.90833 2.17069 1.45859
C 3.08627 2.74418 1.93140
C 3.04469 3.92942 2.64819
C 1.82724 4.55571 2.89378
C 0.65323 3.98642 2.42041
C 0.68995 2.79490 1.70921
H 1.91827 -5.28728 -1.43875
H 3.30466 -5.02189 -2.52974
H 1.63884 -4.65378 -3.05347
H 4.50386 -3.08052 -2.02189
H 5.90335 -1.40379 -1.29896
H 5.41336 -0.74203 0.27895
H 5.23483 0.24879 -1.15201
H 4.02320 2.24724 1.71602
H 3.96476 4.37136 3.01451
H 1.79708 5.48612 3.44984
H -0.29908 4.47205 2.59784
H -0.21654 2.33263 1.33549
N 0.31375 -1.90919 -5.45881
C 0.05791 -1.63219 -4.16603
O 0.98291 -1.41703 -3.38011
C -1.35390 -1.54908 -3.68023
C -1.34112 -1.72443 -2.17137
H 1.25695 -1.82535 -5.79501
H -0.44119 -2.00986 -6.10937
H -1.99412 -2.24296 -4.24240
H -1.67133 -0.52530 -3.92624
H -1.32627 -2.78098 -1.88517
H -2.24016 -1.26974 -1.75789
O -2.57182 1.76728 -2.74091
S -1.83235 1.93227 -1.51195
O -2.62361 2.37493 -0.38030
O -1.01284 0.76368 -1.15486
C -0.65665 3.28362 -1.75674
C -0.99407 4.47476 -1.12198
C -0.17339 5.58891 -1.19305
C 1.01223 5.52225 -1.90355
C 1.35490 4.34393 -2.54807
C 0.53065 3.22626 -2.48972
S 1.13602 1.77258 -3.36607
O 2.30991 2.21754 -4.08840
O 0.05011 1.29895 -4.19627
O 1.49263 0.85204 -2.26885
H -1.90779 4.49428 -0.54531
H -0.45490 6.49837 -0.67492
H 1.67666 6.37704 -1.95237
H 2.27485 4.26181 -3.10952
C -4.80734 -0.04658 0.46272
C -4.17435 -1.25793 1.13323
C -4.29420 -1.15897 2.65159
C -4.79537 -2.55539 0.62537
O -2.80142 -1.20523 0.72111
P -1.59126 -2.04466 1.32831
O -1.96124 -3.40774 1.78545
O -0.48134 -1.92785 0.32010
O -1.22859 -1.09415 2.58513
C -0.26617 -1.46309 3.58859
C -0.96077 -2.33741 4.63217
C 0.93410 -2.19109 2.98888
C 0.17007 -0.13676 4.19564
H -5.87711 -0.00066 0.68669
H -4.67172 -0.10978 -0.61816
H -4.31431 0.86751 0.79104
H -5.35021 -1.10487 2.93113
H -3.78671 -0.26278 3.00839
H -3.84195 -2.03086 3.12731
H -5.86161 -2.58089 0.86857
H -4.29030 -3.40889 1.07718
H -4.68075 -2.61379 -0.45874
H -1.33324 -3.24530 4.15977
H -1.80607 -1.79582 5.06563
H -0.26266 -2.59646 5.43372
H 0.63854 -3.15491 2.56985
H 1.67704 -2.36171 3.77374
H 1.38006 -1.59822 2.19301
H -0.69958 0.40327 4.57616
H 0.65391 0.47849 3.43406
H 0.87047 -0.30438 5.01749

Values from the calculation:
HOMO (spin up / spin down): -0.83 / -2.10 eV
2S+1: 3
frontier orbital gap (spin up / spin down): 5.41 / 6.67 eV
F_max: 0.74 eV/A
total charge: -2
molecular weight: 917.6 g mol⁻¹
energy relative to the best compared isomer or geometry (same formula, charge and spin): 24.37 kJ/mol

Molecular formula: C29H40N6O5RuSi2
Method: DFT, ωB97M-V/def2-TZVPD

Cartesian coordinates (Å):
Ru -0.04188 -0.08651 -0.07370
C 1.88923 0.27203 3.94448
O 2.74584 -0.84801 3.84843
C 2.51981 -1.83898 2.90775
C 3.02985 -3.08791 3.26526
C 2.95795 -4.16590 2.39111
C 2.37701 -4.01844 1.15861
C 1.82533 -2.77945 0.74126
C 1.24595 -2.70311 -0.53166
N 0.61828 -1.64814 -1.07447
N 0.20861 -1.75443 -2.32387
C -0.65718 -0.81947 -2.69126
O -1.10488 0.07358 -1.84931
C -1.14436 -0.79487 -4.05183
C -0.60561 -1.61244 -5.05679
C -1.08775 -1.54428 -6.34485
C -2.12148 -0.67033 -6.67017
C -2.66741 0.13921 -5.68110
C -2.18609 0.08549 -4.39381
C 1.90647 -1.64743 1.64559
O 1.44256 -0.47405 1.31581
H 2.41576 0.98590 4.57942
H 0.94251 -0.00829 4.42290
H 1.68028 0.72579 2.97377
H 3.49511 -3.18908 4.23379
H 3.35818 -5.12488 2.69614
H 2.32532 -4.86334 0.48587
H 1.27605 -3.59718 -1.14876
H 0.19478 -2.28544 -4.79511
H -0.66349 -2.17519 -7.11542
H -2.49448 -0.62266 -7.68443
H -3.47943 0.81213 -5.93081
H -2.59479 0.71198 -3.61554
C -3.73254 -4.28356 2.42626
O -2.85285 -3.91637 1.38620
C -1.94516 -2.92300 1.54660
O -1.30220 -2.54448 0.59904
N -1.84832 -2.35904 2.78074
N -0.89085 -1.36468 3.06197
H -4.45732 -4.95608 1.96962
H -4.25673 -3.41549 2.83582
H -3.20701 -4.81718 3.22477
H -2.22842 -2.78457 3.61085
H 0.05297 -1.75563 2.97650
H -0.94836 -0.61823 2.35272
C -2.90407 1.83028 3.04398
Si -2.64088 1.61299 1.14744
C -3.37081 -0.07984 0.66930
C -3.71257 2.90501 0.21672
N -0.95883 1.62813 0.74963
C -0.23791 2.76591 0.67189
C -0.67932 3.97099 1.24460
C 0.02195 5.14722 1.13256
C 1.23185 5.16221 0.44093
C 1.71974 4.00390 -0.10740
C 1.02733 2.77282 -0.02815
N 1.46975 1.65895 -0.60212
Si 2.99336 1.41765 -1.36198
C 3.16159 2.48588 -2.95533
C 3.31608 -0.37236 -1.92830
C 4.43088 1.83189 -0.14922
H -3.90169 1.51356 3.33087
H -2.78945 2.86245 3.35968
H -2.18968 1.23579 3.60664
H -4.37423 0.02193 0.26991
H -3.42682 -0.74181 1.52570
H -2.76070 -0.55258 -0.09889
H -4.73119 2.89918 0.59612
H -3.74998 2.66817 -0.84271
H -3.32722 3.91401 0.31371
H -1.60211 3.96391 1.80078
H -0.36670 6.05379 1.57839
H 1.78479 6.08678 0.34277
H 2.66255 4.01958 -0.62917
H 2.34385 2.27125 -3.63570
H 4.08894 2.27272 -3.47805
H 3.13872 3.55080 -2.75039
H 2.55844 -0.71747 -2.62469
H 3.33668 -1.05574 -1.08500
H 4.27974 -0.43610 -2.42971
H 4.46295 2.88258 0.11987
H 5.39575 1.57016 -0.57319
H 4.30997 1.26743 0.77012

Values from the calculation:
HOMO (spin up / spin down): -3.66 / -3.75 eV
2S+1: 2
frontier orbital gap (spin up / spin down): 6.01 / 5.72 eV
F_max: 3.98 eV/A
total charge: -1
molecular weight: 709.9 g mol⁻¹
energy relative to the best compared isomer or geometry (same formula, charge and spin): 172.81 kJ/mol